Entry 1:
{
  "formula": "C16H52N6O10",
  "method": "ωB97M-V/def2-TZVPD",
  "symbols": ["C", "O", "H", "H", "H", "H", "C", "O", "H", "H", "H", "H", "C", "O", "H", "H", "H", "H", "C", "O", "H", "H", "H", "H", "C", "O", "N", "N", "H", "H", "H", "H", "C", "O", "N", "N", "H", "H", "H", "H", "C", "O", "N", "N", "H", "H", "H", "H", "C", "C", "C", "O", "H", "H", "H", "H", "H", "H", "H", "H", "C", "C", "C", "O", "H", "H", "H", "H", "H", "H", "H", "H", "C", "C", "C", "O", "H", "H", "H", "H", "H", "H", "H", "H"],
  "positions_angstrom": [[-3.567, -20.882, -10.894], [-2.817, -20.312, -11.884], [-4.025, -21.823, -11.271], [-4.359, -20.234, -10.447], [-2.965, -21.178, -10.222], [-3.358, -20.156, -12.592], [-8.034, -23.845, -12.704], [-7.700, -22.583, -13.357], [-8.096, -24.631, -13.426], [-9.029, -23.653, -12.256], [-7.498, -24.263, -11.849], [-7.950, -21.791, -12.783], [-1.300, -27.385, -10.615], [-2.008, -27.703, -9.472], [-1.005, -26.305, -10.529], [-2.005, -27.278, -11.344], [-0.526, -28.036, -10.985], [-1.482, -27.400, -8.784], [-1.812, -24.314, -13.391], [-2.183, -23.147, -12.612], [-2.463, -25.217, -13.263], [-0.788, -24.506, -13.330], [-1.976, -24.118, -14.423], [-3.038, -22.821, -12.997], [-4.965, -27.312, -6.556], [-5.239, -28.305, -5.691], [-3.970, -26.486, -6.508], [-5.914, -26.834, -7.330], [-3.152, -26.771, -5.880], [-3.731, -25.773, -7.224], [-6.848, -27.218, -7.203], [-5.770, -26.463, -8.243], [-6.207, -22.242, -9.354], [-6.383, -22.092, -10.713], [-6.960, -21.644, -8.452], [-5.413, -23.099, -8.780], [-7.749, -21.079, -8.808], [-6.482, -21.490, -7.515], [-4.925, -23.748, -9.433], [-5.350, -23.271, -7.831], [-4.768, -25.446, -10.459], [-6.009, -26.056, -10.622], [-4.517, -24.376, -11.067], [-3.829, -25.663, -9.481], [-5.250, -24.166, -11.729], [-3.712, -23.742, -10.954], [-3.694, -26.616, -9.045], [-2.986, -25.052, -9.467], [-8.742, -25.248, -8.830], [-9.422, -23.890, -8.842], [-10.889, -24.178, -8.746], [-9.215, -23.067, -7.927], [-8.710, -25.627, -7.834], [-7.741, -25.304, -9.199], [-9.341, -25.951, -9.405], [-9.388, -23.403, -9.813], [-11.574, -23.276, -8.676], [-11.079, -24.828, -7.860], [-11.278, -24.724, -9.577], [-8.336, -22.800, -8.039], [-3.612, -21.350, -15.387], [-4.719, -22.144, -14.899], [-4.875, -23.544, -15.286], [-4.702, -22.301, -13.662], [-2.686, -21.717, -15.149], [-3.472, -20.428, -14.808], [-3.643, -21.219, -16.464], [-5.636, -21.654, -15.248], [-4.986, -23.698, -16.402], [-5.820, -23.935, -14.864], [-4.046, -24.047, -14.891], [-5.669, -22.401, -13.450], [-2.050, -24.076, -7.572], [-1.166, -23.751, -8.750], [0.076, -24.595, -8.701], [-1.820, -23.867, -9.842], [-1.666, -23.912, -6.555], [-2.124, -25.157, -7.686], [-3.026, -23.824, -7.649], [-0.845, -22.681, -8.651], [0.928, -24.262, -9.372], [-0.169, -25.606, -8.953], [0.477, -24.548, -7.730], [-1.410, -23.218, -10.401]],
  "mulliken_charge": [-0.66, -0.57, 0.11, 0.28, 0.57, 0.31, -0.60, -0.51, 0.35, 0.33, 0.19, 0.27, -0.34, -0.55, -0.08, 0.25, 0.30, 0.30, -1.03, -0.28, 0.30, 0.37, 0.48, 0.22, 0.32, -0.73, -0.09, -0.09, 0.27, -0.16, 0.20, 0.13, 0.35, -0.46, -0.52, -0.07, 0.32, 0.21, 0.00, 0.25, -0.21, -0.78, 1.11, 1.32, -0.68, -0.34, 0.71, -0.77, -1.02, 1.07, -1.84, -0.61, 0.44, -0.07, 0.36, 0.10, 0.36, 0.37, 0.44, 0.43, -1.50, 0.68, -0.97, -0.14, 0.32, 0.29, 0.42, 0.33, 0.39, 0.26, -0.01, -0.12, -1.31, 0.41, -1.38, -0.80, 0.31, 0.21, 0.41, 0.54, 0.34, 0.20, 0.47, 0.32],
  "total_energy_ha": -1721.47326,
  "e_lumo_ev": 0.1,
  "smiles": "NC(N)=O.NC(N)=O.NC(N)=O.CC(C)O.CC(C)O.CC(C)O.CO.CO.CO.CO",
  "gap_ev": 9.1,
  "de_lowest_kcal_mol": 228.8,
  "molar_mass_g_mol": 488.6
}

---

Entry 2:
{
  "formula": "C16H52O10",
  "method": "ωB97M-V/def2-TZVPD",
  "symbols": ["C", "C", "O", "H", "H", "H", "H", "H", "H", "C", "C", "O", "H", "H", "H", "H", "H", "H", "C", "C", "O", "H", "H", "H", "H", "H", "H", "C", "C", "O", "H", "H", "H", "H", "H", "H", "C", "C", "O", "H", "H", "H", "H", "H", "H", "C", "C", "O", "H", "H", "H", "H", "H", "H", "C", "O", "H", "H", "H", "H", "C", "O", "H", "H", "H", "H", "C", "O", "H", "H", "H", "H", "C", "O", "H", "H", "H", "H"],
  "positions_angstrom": [[1.094, -4.161, 1.363], [-0.303, -4.440, 1.846], [-1.197, -3.352, 1.634], [1.669, -3.485, 1.984], [1.052, -3.608, 0.378], [1.706, -5.020, 1.234], [-0.322, -4.743, 2.888], [-0.638, -5.327, 1.342], [-1.595, -3.372, 0.727], [4.735, 2.643, 2.890], [3.236, 2.905, 2.987], [2.648, 3.806, 2.102], [4.944, 2.273, 1.868], [4.914, 1.766, 3.557], [5.303, 3.522, 3.118], [2.964, 3.189, 4.004], [2.822, 1.926, 2.844], [2.649, 3.412, 1.215], [-4.238, 2.193, -0.344], [-4.664, 2.008, -1.735], [-5.659, 0.919, -1.621], [-3.409, 2.864, -0.200], [-3.890, 1.250, 0.140], [-5.099, 2.570, 0.189], [-3.821, 1.846, -2.432], [-5.237, 2.913, -2.090], [-6.053, 0.876, -2.515], [5.136, -1.198, -1.447], [4.007, -2.061, -1.886], [2.711, -1.504, -1.657], [5.034, -0.223, -1.952], [6.119, -1.599, -1.668], [5.100, -0.872, -0.409], [4.048, -2.987, -1.328], [4.183, -2.303, -2.926], [1.913, -2.094, -1.731], [0.036, 4.305, -0.894], [1.515, 4.363, -1.338], [2.321, 3.260, -0.864], [0.174, 3.999, 0.173], [-0.481, 3.556, -1.531], [-0.423, 5.261, -1.038], [1.947, 5.281, -0.988], [1.492, 4.375, -2.431], [2.273, 2.488, -1.420], [1.162, 0.194, 1.421], [-0.046, -0.307, 0.604], [-1.200, -0.623, 1.380], [1.530, -0.630, 2.044], [0.874, 1.053, 2.020], [1.954, 0.471, 0.707], [0.271, -1.162, 0.012], [-0.343, 0.444, -0.182], [-1.135, -1.547, 1.654], [-4.783, -2.341, -0.105], [-4.276, -1.831, -1.335], [-4.072, -3.093, 0.273], [-5.034, -1.641, 0.684], [-5.713, -2.903, -0.341], [-4.590, -0.918, -1.381], [-3.281, 0.295, 3.825], [-2.359, 1.182, 3.185], [-3.210, 0.436, 4.914], [-4.282, 0.533, 3.510], [-3.055, -0.767, 3.596], [-1.892, 0.691, 2.501], [-0.999, -3.051, -2.027], [0.325, -2.807, -2.489], [-1.153, -2.382, -1.129], [-1.761, -2.702, -2.733], [-1.214, -4.077, -1.709], [0.752, -3.601, -2.866], [0.857, 0.672, -3.268], [1.890, 0.988, -2.294], [1.173, -0.090, -3.968], [-0.064, 0.392, -2.781], [0.696, 1.549, -3.845], [2.262, 0.155, -1.915]],
  "mulliken_charge": [-0.78, -0.38, -0.48, 0.24, 0.04, 0.47, 0.34, 0.32, 0.08, -1.01, 0.14, -0.47, 0.22, 0.32, 0.31, 0.41, -0.12, 0.28, -0.87, -0.15, -0.55, 0.35, 0.06, 0.32, 0.25, 0.30, 0.29, -1.26, -0.11, -0.49, 0.27, 0.38, 0.32, 0.31, 0.35, 0.16, -0.73, -0.52, -0.51, 0.15, 0.10, 0.47, 0.34, 0.38, 0.47, -1.24, 0.29, -0.03, 0.23, 0.40, 0.37, -0.28, 0.11, 0.27, -0.51, -0.48, 0.14, 0.25, 0.30, 0.31, -0.59, -0.57, 0.25, 0.23, 0.19, 0.45, -0.20, -0.51, -0.29, 0.29, 0.41, 0.26, -0.78, -0.42, 0.27, 0.23, 0.33, 0.30],
  "total_energy_ha": -1393.05195,
  "e_lumo_ev": 0.1,
  "smiles": "CCO.CCO.CCO.CCO.CCO.CCO.CO.CO.CO.CO",
  "gap_ev": 9.4,
  "de_lowest_kcal_mol": 87.9,
  "molar_mass_g_mol": 404.6
}

---

Entry 3:
{
  "formula": "C16H52O10",
  "method": "ωB97M-V/def2-TZVPD",
  "symbols": ["C", "O", "H", "H", "H", "H", "C", "O", "H", "H", "H", "H", "C", "O", "H", "H", "H", "H", "C", "O", "H", "H", "H", "H", "C", "O", "H", "H", "H", "H", "C", "O", "H", "H", "H", "H", "C", "O", "H", "H", "H", "H", "C", "C", "C", "O", "H", "H", "H", "H", "H", "H", "H", "H", "C", "C", "C", "O", "H", "H", "H", "H", "H", "H", "H", "H", "C", "C", "C", "O", "H", "H", "H", "H", "H", "H", "H", "H"],
  "positions_angstrom": [[1.503, 2.524, 4.978], [1.948, 1.483, 4.161], [0.436, 2.574, 5.153], [1.954, 2.492, 5.930], [1.662, 3.495, 4.524], [1.762, 1.743, 3.248], [-1.686, 2.094, 2.910], [-1.583, 0.845, 2.274], [-2.602, 2.614, 2.680], [-1.574, 2.066, 4.005], [-0.894, 2.806, 2.604], [-1.266, 0.214, 2.970], [0.790, 3.412, -4.415], [1.266, 2.186, -3.830], [-0.089, 3.134, -5.004], [0.573, 4.191, -3.652], [1.534, 3.933, -5.077], [0.672, 1.847, -3.126], [-2.047, -2.169, 3.808], [-1.065, -1.142, 4.021], [-2.880, -2.155, 4.490], [-2.350, -2.050, 2.741], [-1.608, -3.146, 3.997], [-0.665, -1.271, 4.873], [2.091, 4.025, 0.502], [1.614, 2.936, 1.272], [3.194, 4.106, 0.568], [1.722, 3.828, -0.523], [1.669, 4.921, 0.918], [1.538, 2.123, 0.742], [3.454, -2.503, -3.713], [4.312, -1.708, -2.949], [3.158, -2.136, -4.680], [3.915, -3.492, -3.861], [2.536, -2.737, -3.191], [4.082, -0.811, -3.267], [4.413, 1.910, -3.803], [3.636, 0.824, -4.310], [4.452, 2.700, -4.597], [4.021, 2.308, -2.921], [5.448, 1.594, -3.648], [2.684, 0.989, -4.164], [0.774, -1.991, 1.018], [1.362, -0.596, 0.754], [2.292, -0.734, -0.446], [0.511, 0.491, 0.517], [1.594, -2.599, 1.507], [0.367, -2.372, 0.127], [-0.060, -1.828, 1.788], [1.914, -0.319, 1.671], [3.031, 0.090, -0.434], [1.676, -0.892, -1.334], [2.874, -1.635, -0.408], [-0.182, 0.527, 1.177], [-3.177, -3.831, -0.058], [-4.273, -3.727, 1.012], [-4.098, -4.769, 2.149], [-4.298, -2.446, 1.561], [-3.238, -4.731, -0.626], [-2.159, -3.861, 0.413], [-3.274, -2.999, -0.764], [-5.197, -3.968, 0.574], [-4.077, -5.746, 1.678], [-4.931, -4.857, 2.841], [-3.170, -4.669, 2.743], [-4.707, -1.797, 0.993], [-1.430, -0.264, -2.682], [-1.906, 1.135, -2.091], [-2.557, 1.010, -0.758], [-0.632, 1.950, -1.968], [-1.053, -0.099, -3.697], [-2.206, -1.060, -2.648], [-0.581, -0.589, -2.058], [-2.447, 1.615, -2.901], [-2.542, 2.013, -0.271], [-2.035, 0.388, -0.022], [-3.622, 0.790, -0.883], [-0.272, 1.771, -1.115]],
  "mulliken_charge": [-0.63, -0.49, 0.20, 0.36, 0.25, 0.34, -0.82, -0.29, 0.37, 0.30, 0.18, 0.22, -0.78, -0.48, 0.27, 0.26, 0.27, 0.48, -0.67, -0.51, 0.43, 0.12, 0.37, 0.21, -0.51, -0.49, 0.22, 0.09, 0.25, 0.14, -0.67, -0.50, 0.27, 0.30, 0.23, 0.41, -0.64, -0.57, 0.24, 0.22, 0.32, 0.50, -1.31, 0.52, -1.26, 0.68, 0.47, 0.38, 0.04, 0.21, 0.37, -0.05, 0.56, -0.15, -0.94, 0.31, -1.32, -0.52, 0.47, 0.16, 0.16, 0.49, 0.41, 0.36, 0.20, 0.29, -0.81, 0.48, -1.24, -0.71, 0.37, 0.32, -0.16, 0.43, 0.26, 0.16, 0.48, 0.12],
  "total_energy_ha": -1393.05324,
  "e_lumo_ev": 0.5,
  "smiles": "CC(C)O.CC(C)O.CC(C)O.CO.CO.CO.CO.CO.CO.CO",
  "gap_ev": 10.0,
  "de_lowest_kcal_mol": 87.1,
  "molar_mass_g_mol": 404.6
}

---

Question: What is the formula in the second record?
Answer: C16H52O10